(1)
DFT (ωB97M-V/def2-TZVPD) results for a 4-piece molecular cluster, C30H63BN3O3S2 overall.

The calculation puts the gap between HOMO and LUMO at 7.53 eV. The calculation puts the largest force on an atom at 1.6 eV/A. The multiplicity is 1. Its total charge is -1.

Element x y z (Å)
C 4.568 -8.202 -3.322
C 3.741 -8.333 -2.036
O 2.553 -7.598 -2.049
B 2.667 -6.141 -1.976
C 3.611 -5.487 -0.820
C 5.126 -5.402 -1.080
C 5.524 -4.319 -2.080
C 5.286 -2.892 -1.538
C 7.036 -4.474 -2.358
O 2.790 -5.483 -3.308
C 1.608 -4.893 -3.738
C 1.788 -3.401 -4.042
N 1.258 -5.523 -5.026
C 0.558 -5.176 -2.593
N -0.654 -5.906 -3.025
C -0.592 -7.078 -3.310
S -0.570 -8.528 -3.909
N 0.001 -3.825 -2.034
C -0.775 -3.890 -1.124
S -1.779 -3.961 0.087
O 1.248 -5.700 -1.590
H 3.880 -8.227 -4.167
H 5.186 -7.306 -3.345
H 5.205 -9.088 -3.403
H 4.353 -8.129 -1.147
H 3.460 -9.391 -1.954
H 3.415 -5.988 0.134
H 3.260 -4.455 -0.703
H 5.574 -6.346 -1.394
H 5.625 -5.140 -0.134
H 5.035 -4.438 -3.047
H 5.050 -2.908 -0.473
H 6.191 -2.292 -1.666
H 4.504 -2.370 -2.091
H 7.584 -4.330 -1.421
H 7.258 -5.478 -2.726
H 7.396 -3.734 -3.076
H 0.983 -3.042 -4.685
H 2.720 -3.333 -4.607
H 1.866 -2.794 -3.145
H 1.764 -6.396 -5.074
H 1.498 -4.920 -5.797
C -1.619 2.380 1.716
C -0.791 2.451 0.436
C -1.218 1.430 -0.617
C -1.068 -0.034 -0.200
C 0.345 -0.454 0.203
C 1.362 -0.325 -0.927
H -1.516 1.413 2.210
H -1.295 3.148 2.422
H -2.678 2.546 1.503
H 0.268 2.327 0.677
H -0.892 3.454 0.009
H -0.649 1.609 -1.533
H -2.268 1.610 -0.875
H -1.395 -0.667 -1.030
H -1.751 -0.251 0.626
H 0.312 -1.496 0.528
H 0.680 0.128 1.068
H 1.065 -0.935 -1.783
H 2.345 -0.668 -0.601
H 1.469 0.709 -1.263
C -2.270 6.467 7.817
C -1.446 6.543 6.535
C -1.875 5.528 5.476
C -1.726 4.063 5.889
C -0.314 3.645 6.295
C 0.706 3.783 5.169
H -2.167 5.497 8.307
H -1.946 7.227 8.529
H -3.329 6.633 7.609
H -0.386 6.415 6.774
H -1.544 7.546 6.113
H -1.304 5.710 4.561
H -2.923 5.710 5.217
H -2.054 3.437 5.053
H -2.410 3.843 6.714
H -0.344 2.600 6.616
H 0.017 4.222 7.163
H 0.414 3.177 4.309
H 1.688 3.442 5.499
H 0.811 4.818 4.840
C -6.380 6.835 0.491
C -5.569 6.908 -0.799
C -6.016 5.897 -1.855
C -5.872 4.431 -1.444
C -4.457 4.010 -1.052
C -3.445 4.145 -2.185
H -6.278 5.865 0.979
H -6.044 7.593 1.201
H -7.440 7.009 0.295
H -4.508 6.773 -0.573
H -5.666 7.912 -1.220
H -5.454 6.076 -2.776
H -7.066 6.086 -2.103
H -6.211 3.804 -2.275
H -6.549 4.216 -0.612
H -4.485 2.966 -0.729
H -4.117 4.588 -0.187
H -3.740 3.539 -3.045
H -2.463 3.803 -1.856
H -3.339 5.180 -2.516

Results of the Mulliken charge analysis, in e, for atoms 1 through 99: -0.939 -0.411 -0.727 0.677 -0.611 -1.147 1.813 -1.469 -1.893 -0.449 1.153 -1.963 -0.695 0.736 -0.435 0.486 -0.427 -0.379 0.369 -0.403 -0.474 0.216 0.075 0.433 0.228 0.421 0.287 0.126 0.320 0.455 -0.212 0.293 0.478 0.181 0.377 0.400 0.447 0.556 0.503 0.065 0.270 0.286 -0.758 -0.627 -0.387 -0.814 -0.501 -1.188 0.349 0.059 0.202 0.342 0.432 0.391 0.136 0.376 0.309 0.330 0.361 0.214 0.400 0.335 -1.204 -0.481 -0.581 -0.638 -0.424 -0.996 0.286 0.378 0.292 0.247 0.379 0.283 0.404 0.308 0.352 0.357 0.259 0.134 0.388 0.272 -1.198 -0.350 -0.753 -0.933 -0.059 -1.143 0.290 0.373 0.295 0.255 0.367 0.296 0.414 0.404 0.342 0.355 0.173

(2)
DFT (ωB97M-V/def2-TZVPD) results for C3H5O4Rh as an isolated structure.

The calculation puts the gap between HOMO and LUMO (spin up / spin down) at 9.60 / 5.53 eV. The calculation puts the largest force on an atom at 5.3 eV/A. Its energy above the lowest of the compared OMol25 structures with the same formula, charge and spin is 344.9 kJ/mol. The multiplicity is 5. Its total charge is +2.

Element x y z (Å)
H 1.882 0.819 -1.580
C 2.194 0.173 -0.754
O 1.539 -1.081 -1.018
C 0.539 -1.415 -0.247
O -0.014 -0.470 0.445
O 0.204 -2.540 0.178
H 1.948 0.251 0.495
H 3.125 0.688 -0.504
H -2.214 1.703 -0.353
C -2.521 1.317 0.634
O -2.757 0.088 0.724
H -2.227 1.935 1.499
Rh -1.700 -1.468 0.481

Calculated atomic charges, method Mulliken, unit e: 0.384 -0.298 -0.119 1.152 -0.751 -0.543 0.389 0.455 0.295 0.067 -0.580 0.322 1.227

(3)
DFT (ωB97M-V/def2-TZVPD) results for one molecule with the formula C2H3NO3.

The calculation puts the gap between HOMO and LUMO at 11.50 eV. The calculation puts the largest force on an atom at 6.0 eV/A. Its energy above the lowest of the compared OMol25 structures with the same formula, charge and spin is 645.7 kJ/mol. The multiplicity is 1. As for the SMILES: C=CO[N+](=O)[O-].

Element x y z (Å)
C -1.494 0.764 0.260
C -0.569 0.305 -0.550
O 0.260 -0.651 0.419
N 1.581 -0.829 0.094
O 2.109 -1.704 0.701
O 1.967 -0.066 -0.742
H -2.303 1.337 -0.085
H -1.355 0.656 1.401
H -0.197 0.188 -1.498

Calculated atomic charges, method Mulliken, unit e: -0.678 0.070 -0.336 1.103 -0.553 -0.578 0.316 0.229 0.428

(4)
DFT (ωB97M-V/def2-TZVPD) results for a 2-piece molecular cluster, C4H9N2O overall.

The calculation puts the gap between HOMO and LUMO at 9.55 eV. The calculation puts the largest force on an atom at 6.4 eV/A. Its energy above the lowest of the compared OMol25 structures with the same formula, charge and spin is 243.0 kJ/mol. The multiplicity is 1. Its total charge is +1.

Element x y z (Å)
C 0.088 1.795 0.803
C -0.003 0.301 0.813
C -1.198 -0.429 0.753
N -0.953 -1.700 0.256
C 0.519 -1.726 0.125
N 1.013 -0.544 0.446
H -0.393 2.224 -0.194
H 1.094 2.189 1.077
H -0.569 2.315 1.655
H -2.334 -0.007 0.770
H -1.481 -2.561 0.163
H 1.036 -2.343 -0.598
H 2.029 -0.258 0.659
H 1.358 1.436 -2.324
H -0.136 1.365 -3.197
O 0.316 1.463 -2.236

Calculated atomic charges, method Mulliken, unit e: -1.233 0.534 -0.239 -0.067 -0.257 -0.003 0.241 0.396 0.337 0.324 0.240 0.361 0.355 0.329 0.333 -0.650